i:
DFT (wB97M-V/def2-TZVPD) results for a 2-piece molecular cluster, CHIOS2 overall.

Highest occupied orbital energy ... -9.77 eV
2S+1 ... 1
Frontier orbital gap ... 0.3382 Eh
Molecular weight ... 220.06 Da
Charge ... 0

Each line ends with the Löwdin charge.
Geometry (Å):
C (0.09736, -0.34017, -0.44243)  -1.58
O (-0.44042, 1.58245, 1.45061)  -0.56
S (1.63631, -0.43663, 0.37612)  0.53
S (-0.25720, 0.12762, 1.28605)  0.63
I (-0.91411, -1.89256, -1.38573)  0.77
H (-0.12194, 0.95930, -1.28462)  0.20

---

ii:
DFT (wB97M-V/def2-TZVPD) results for CHIOS2 as an isolated structure.

Highest occupied orbital energy ... -8.52 eV
2S+1 ... 1
Frontier orbital gap ... 0.2814 Eh
Molecular weight ... 220.06 Da
Charge ... 0

Each line ends with the Löwdin charge.
Geometry (Å):
C (1.44135, -0.58021, -0.12924)  -0.87
O (-0.34299, 1.31494, -0.07760)  -0.83
S (0.56927, -1.43530, -1.21024)  0.42
S (0.42908, -1.62098, 0.77382)  0.34
I (-2.03796, 0.33924, 0.00926)  0.88
H (-0.05875, 1.98232, 0.63400)  0.07

---

Most stable: i. Least stable: ii.

---

i:
DFT (wB97M-V/def2-TZVPD) results for C2H9N3 as an isolated structure.

Highest occupied orbital energy ... -8.38 eV
2S+1 ... 1
Frontier orbital gap ... 0.3540 Eh
Molecular weight ... 75.11 Da
Charge ... 0

Each line ends with the Löwdin charge.
Geometry (Å):
C (-1.20642, -0.31485, -1.28666)  -0.10
C (-0.51850, 0.61378, -0.28680)  -0.31
N (1.29021, -0.71104, 0.23769)  -0.01
N (0.54787, 0.93800, 2.07199)  0.03
N (0.13427, -0.20339, 0.70777)  -0.21
H (-1.74564, 0.27028, -2.03014)  0.07
H (-0.46575, -0.93948, -1.78324)  0.06
H (-1.91033, -0.96249, -0.76295)  0.07
H (0.19728, 1.26891, -0.80977)  0.11
H (-1.26321, 1.23606, 0.21125)  0.10
H (1.74881, -1.30698, 0.91715)  0.09
H (1.93248, -0.02825, -0.17167)  0.09
H (-0.35470, 1.37159, 2.25656)  0.00
H (0.69677, 0.25332, 2.81385)  0.01

---

ii:
DFT (wB97M-V/def2-TZVPD) results for one molecule with the formula C2H9N3.

Highest occupied orbital energy ... -7.00 eV
2S+1 ... 1
Frontier orbital gap ... 0.2914 Eh
Molecular weight ... 75.11 Da
Charge ... 0

Each line ends with the Löwdin charge.
Geometry (Å):
C (-0.38209, 0.58499, -0.72368)  -0.23
C (2.00236, -0.72207, -0.00443)  -0.11
N (-1.50750, -0.17691, -0.46842)  -0.25
N (0.72475, -0.17327, 0.46127)  -0.07
N (-2.29334, 0.49686, 0.55061)  -0.10
H (-0.25469, -0.79564, 0.47019)  0.15
H (0.83775, 0.55183, 1.16640)  0.11
H (-3.01657, 1.04507, 0.08715)  0.05
H (-2.80077, -0.22793, 1.05332)  0.04
H (-0.38715, 1.65729, -0.49831)  0.09
H (0.09558, 0.36461, -1.68347)  0.09
H (2.58729, 0.05002, -0.50957)  0.08
H (2.59137, -1.13188, 0.81710)  0.07
H (1.80302, -1.52299, -0.71816)  0.08

---

Most stable: i. Least stable: ii.

---

i:
DFT (wB97M-V/def2-TZVPD) results for an isolated ion of composition C4H12N2 and charge +2.

SMILES string ... C=C([NH3+])CC[NH3+]
Highest occupied orbital energy ... -18.84 eV
2S+1 ... 1
Frontier orbital gap ... 0.4315 Eh
Molecular weight ... 88.15 Da
Charge ... +2

Each line ends with the Löwdin charge.
Geometry (Å):
C (0.67398, 0.47881, -2.36937)  0.16
C (-0.03200, 0.14441, -1.31336)  -0.27
N (-1.52033, 0.36317, -1.37615)  0.25
C (0.52027, -0.41797, -0.01693)  -0.11
C (-0.16473, -0.00206, 1.31049)  -0.13
N (0.69533, -0.44121, 2.45699)  0.20
H (0.24923, 0.80867, -3.30843)  0.11
H (1.74995, 0.43699, -2.34063)  0.11
H (-1.86899, 0.72378, -0.48426)  0.16
H (-2.04196, -0.47317, -1.65467)  0.19
H (-1.75391, 1.11661, -2.03813)  0.19
H (1.56545, -0.14204, 0.09489)  0.13
H (0.50929, -1.50562, -0.13822)  0.14
H (-0.13547, 1.07707, 1.33687)  0.14
H (-1.14782, -0.42714, 1.44708)  0.14
H (0.26604, -0.17123, 3.35447)  0.19
H (0.76985, -1.46395, 2.51956)  0.19
H (1.66581, -0.10511, 2.51979)  0.19

---

ii:
DFT (wB97M-V/def2-TZVPD) results for an isolated ion of composition C4H12N2 and charge +2.

SMILES string ... C=[NH+]CCC[NH3+]
Highest occupied orbital energy ... -20.39 eV
2S+1 ... 1
Frontier orbital gap ... 0.4190 Eh
Molecular weight ... 88.15 Da
Charge ... +2

Each line ends with the Löwdin charge.
Geometry (Å):
C (2.60363, -2.06055, -0.30848)  0.29
N (1.67259, -1.31495, 0.39178)  0.04
C (1.18502, 0.05446, 0.17168)  -0.13
C (-0.32587, 0.19555, 0.66515)  -0.13
C (-0.99652, 1.11943, -0.42982)  -0.16
N (-2.48570, 1.11201, -0.15737)  0.15
H (2.84394, -1.47611, -1.28329)  0.16
H (3.06670, -3.09986, -0.12104)  0.17
H (1.11958, -1.76763, 1.04905)  0.12
H (1.77657, 0.82160, 0.73932)  0.17
H (1.16866, 0.23444, -0.83308)  0.08
H (-0.86363, -0.83272, 0.67300)  0.14
H (-0.51727, 0.67302, 1.78078)  0.18
H (-0.87359, 0.66397, -1.43375)  0.14
H (-0.64863, 2.15229, -0.47873)  0.15
H (-3.02029, 0.24140, -0.09105)  0.17
H (-2.65945, 1.71245, 0.69493)  0.19
H (-3.04574, 1.57119, -1.02907)  0.25

---

Most stable: i. Least stable: ii.

---

i:
DFT (wB97M-V/def2-TZVPD) results for a 10-piece molecular cluster, H20O10 overall.

SMILES string ... O.O.O.O.O.O.O.O.O.O
Highest occupied orbital energy ... -10.12 eV
2S+1 ... 1
Frontier orbital gap ... 0.3849 Eh
Molecular weight ... 180.15 Da
Charge ... 0

Each line ends with the Löwdin charge.
Geometry (Å):
O (-0.04411, -0.73394, -0.30680)  -0.03
H (-0.69955, -1.25677, -0.79203)  0.03
H (-0.21764, 0.10640, -0.66045)  -0.01
O (-1.03796, -1.11177, 3.18690)  0.01
H (-1.28205, -0.21186, 3.07990)  0.03
H (-1.51458, -1.32317, 3.90877)  -0.04
O (2.01171, -3.64472, 0.07988)  -0.03
H (1.50737, -4.27808, -0.36492)  0.00
H (1.38437, -3.36534, 0.76936)  0.05
O (0.73274, 3.49962, -1.47120)  -0.02
H (1.22128, 2.86861, -1.92563)  -0.01
H (1.15932, 4.29764, -1.79416)  0.04
O (3.08246, 0.29136, 0.93590)  -0.05
H (2.99908, -0.15420, 1.78017)  0.06
H (4.00695, -0.00789, 0.79395)  0.08
O (1.10111, 1.93599, 0.70344)  -0.05
H (1.68088, 1.93577, 1.38085)  -0.04
H (1.60221, 1.42700, 0.00101)  0.05
O (-1.43787, 2.80627, 1.06682)  -0.02
H (-1.92640, 2.73565, 0.26007)  0.02
H (-1.00102, 3.57661, 0.89550)  -0.03
O (-4.21820, -1.63518, -1.09243)  -0.10
H (-4.14765, -1.16858, -1.98515)  0.10
H (-5.04756, -2.12836, -1.21700)  0.06
O (-2.54334, -0.17169, -0.85824)  -0.05
H (-3.27838, -0.02959, -0.26916)  0.06
H (-2.31142, -1.04054, -0.92201)  -0.03
O (2.77714, -1.43843, -1.91092)  -0.07
H (2.69032, -0.60140, -2.31870)  -0.01
H (2.75079, -1.17944, -0.95373)  0.02

---

ii:
DFT (wB97M-V/def2-TZVPD) results for a 10-piece molecular cluster, H20O10 overall.

SMILES string ... O.O.O.O.O.O.O.O.O.O
Highest occupied orbital energy ... -10.67 eV
2S+1 ... 1
Frontier orbital gap ... 0.3804 Eh
Molecular weight ... 180.15 Da
Charge ... 0

Each line ends with the Löwdin charge.
Geometry (Å):
O (-16.42838, -10.30742, -4.04900)  -0.04
H (-17.18756, -9.73616, -4.19649)  0.02
H (-16.62345, -11.09966, -4.56515)  0.05
O (-17.00372, -13.63644, 2.53030)  -0.08
H (-16.73346, -14.17701, 1.76730)  0.00
H (-17.72727, -13.07927, 2.18085)  0.00
O (-19.15734, -12.02641, 1.73086)  -0.04
H (-20.09287, -11.84989, 1.87468)  0.06
H (-18.94722, -11.64982, 0.86400)  0.04
O (-15.21185, -13.78926, -2.11789)  -0.07
H (-15.74091, -14.25585, -2.77663)  0.04
H (-15.85406, -13.12954, -1.75684)  0.01
O (-15.90356, -15.25822, 0.53774)  -0.05
H (-15.53128, -14.64250, -0.11317)  0.02
H (-15.35337, -16.04704, 0.49810)  0.06
O (-18.25986, -9.09704, -1.66910)  -0.04
H (-18.89649, -8.53065, -1.21221)  0.07
H (-18.45794, -8.98029, -2.60277)  0.04
O (-15.92961, -7.85811, -0.17298)  -0.06
H (-15.08475, -8.24225, -0.42964)  0.03
H (-16.59668, -8.48007, -0.49858)  -0.01
O (-15.73251, -11.56094, 1.27867)  -0.06
H (-15.88625, -12.23014, 1.96680)  0.02
H (-14.77481, -11.45280, 1.20906)  0.07
O (-17.16472, -11.82265, -1.08198)  -0.08
H (-17.05455, -10.93287, -1.44842)  0.02
H (-16.57377, -11.84463, -0.29287)  0.01
O (-19.02032, -13.85297, -2.63100)  -0.06
H (-18.49995, -13.19629, -2.14415)  -0.01
H (-19.35371, -13.38774, -3.40517)  0.03

---

Most stable: ii. Least stable: i.